(1)
This record from the Open Molecules 2025 dataset describes a structure of composition C22H21FIrN7O6S. The level of theory is ωB97M-V with the def2-TZVPD basis set.

Output
E = -62266.735 eV
Relative energy (zero: lowest compared OMol25 entry of this formula, charge and spin) = 0.000 eV
Total charge = 0
HOMO = -7.99 eV

```
59
C22H21FIrN7O6S ωB97M-V with the def2-TZVPD basis set
Ir -1.06675 0.97250 0.93575
N 1.83317 1.01608 4.10182
C 1.06641 0.93953 3.00098
S -0.65102 1.10803 3.22134
N 1.71203 0.72721 1.86977
N 0.89759 0.69289 0.78880
C 1.40857 0.60861 -0.39348
C 2.86588 0.62152 -0.65006
C 3.51532 -0.48980 -1.16967
C 4.87860 -0.43430 -1.43075
C 5.58777 0.72904 -1.17541
C 4.93728 1.83987 -0.65302
C 3.57963 1.78811 -0.38727
C 0.42482 0.58545 -1.48815
C 0.77950 0.40117 -2.81658
C -0.21115 0.35843 -3.78257
C -1.53578 0.50275 -3.40364
C -1.81915 0.69854 -2.06432
N -0.87224 0.74901 -1.13212
H 1.41128 1.11083 5.00635
H 2.82225 0.86113 4.01755
H 2.96244 -1.40042 -1.36485
H 5.38345 -1.30202 -1.83324
H 6.64929 0.77149 -1.38203
H 5.49026 2.74773 -0.45076
H 3.06241 2.64392 0.02890
H 1.82248 0.28798 -3.07440
H 0.05070 0.20945 -4.82139
H -2.34031 0.46766 -4.12347
H -2.83776 0.81417 -1.71984
N -3.12915 1.36067 1.16660
C -3.40671 2.75721 1.56282
C -2.76089 3.73308 0.58656
C -1.26265 3.95869 0.79926
O -0.83642 5.08490 0.94373
O -0.47996 2.91172 0.77214
H -3.68770 1.13571 0.34782
H -3.40636 0.68108 1.88607
H -3.01465 2.89545 2.57043
H -4.48586 2.92406 1.59841
H -3.24038 4.70611 0.66692
H -2.91169 3.37407 -0.43800
F 2.07735 -3.87885 0.44783
C 0.79986 -3.86758 0.04675
C -0.19628 -3.63551 0.90253
N -1.51787 -3.62703 0.51315
C -2.51267 -3.11521 1.43765
C -2.38912 -1.60751 1.68956
O -3.14913 -1.08450 2.49510
O -1.51536 -1.03645 0.94056
C -1.86804 -3.73385 -0.81769
O -3.00000 -3.59666 -1.22992
N -0.81349 -4.02282 -1.66414
C 0.54421 -4.09868 -1.36773
O 1.37326 -4.31896 -2.21966
H -0.00260 -3.43675 1.94750
H -2.45417 -3.64876 2.38601
H -3.49542 -3.29654 1.01034
H -1.06511 -4.14370 -2.63490
```

=====

(2)
This record from the Open Molecules 2025 dataset describes the ion C3H8I2NO with charge +1. The level of theory is ωB97M-V with the def2-TZVPD basis set.

Output
E = -22970.468 eV
Structure (SMILES) = CC(I)(I)[C@@H]([NH3+])O
Relative energy (zero: lowest compared OMol25 entry of this formula, charge and spin) = 1.957 eV
Total charge = +1
HOMO = -13.15 eV

```
15
C3H8I2NO ωB97M-V with the def2-TZVPD basis set
C -0.94725 -0.14476 1.70139
C -0.96759 0.57747 -0.03588
I -2.26785 -0.68796 -1.28513
I -1.22494 2.78012 0.00941
C 0.55370 0.45915 -0.49304
N 0.95637 -1.05449 -0.77664
O 0.84335 1.14732 -1.61314
H -0.03099 -0.61846 1.91205
H -1.43798 0.52035 2.39847
H -1.67016 -1.01057 1.88300
H 1.20055 0.68952 0.30046
H 1.94826 -0.96729 -0.91236
H 1.00608 -1.73803 0.05013
H 0.25830 -1.37278 -1.49972
H 1.78014 1.42041 -1.63899
```

=====

(3)
This record from the Open Molecules 2025 dataset describes a structure of composition C21H25IrN5O2PS2. The level of theory is ωB97M-V with the def2-TZVPD basis set.

Output
E = -67515.784 eV
Total charge = +2
HOMO = -14.18 eV

```
57
C21H25IrN5O2PS2 ωB97M-V with the def2-TZVPD basis set
Ir -0.07172 0.01734 0.06095
C 1.58233 -0.26284 -5.90505
C 1.07296 0.67929 -4.83399
O 0.32495 -0.11146 -3.87670
P -0.75944 0.41960 -2.86551
S -0.00862 1.85711 -1.62260
S -1.28242 -1.24557 -1.81044
O -1.93714 1.14979 -3.61146
C -3.06995 0.56674 -4.30046
C -2.66478 -0.33028 -5.44880
H 2.23967 0.28620 -6.57302
H 0.76007 -0.68030 -6.48130
H 2.14197 -1.07885 -5.45386
H 0.42858 1.45597 -5.25074
H 1.90186 1.15082 -4.30020
H -3.63084 1.43472 -4.65399
H -3.67545 0.02143 -3.57244
H -2.02587 0.20066 -6.15128
H -3.56059 -0.65084 -5.97791
H -2.14234 -1.21559 -5.08611
N -1.33347 -1.54203 3.02209
C -0.60086 -2.42810 2.26672
C -0.52876 -3.75892 2.71672
C 0.19126 -4.68116 1.99131
C 0.85456 -4.26206 0.83910
C 0.74174 -2.94207 0.47039
N 0.03062 -2.04149 1.15850
C -1.84067 -0.29180 2.78795
C -2.61742 0.27573 3.81785
C -3.23170 1.48667 3.62016
C -3.08265 2.12438 2.38900
C -2.28310 1.53260 1.44233
N -1.64876 0.36463 1.63700
H -1.64996 -1.93842 3.89968
H -1.05171 -4.05634 3.61301
H 0.23969 -5.71205 2.30522
H 1.43768 -4.94983 0.24805
H 1.23279 -2.56934 -0.41845
H -2.73033 -0.25200 4.75257
H -3.82473 1.93885 4.39912
H -3.57426 3.05848 2.17869
H -2.13353 2.00718 0.48188
N 4.00845 0.22552 1.88512
C 3.12763 -0.29172 1.01690
N 1.97401 0.34288 1.02796
C 2.10346 1.35294 1.96103
C 1.20968 2.33996 2.37378
C 1.64282 3.22225 3.34431
C 2.92659 3.14290 3.89069
C 3.83055 2.17914 3.48611
C 3.39812 1.28541 2.51574
H 4.95071 -0.09484 2.05140
H 3.35450 -1.13166 0.38769
H 0.22689 2.41367 1.93204
H 0.98048 4.00019 3.68753
H 3.21930 3.85977 4.64033
H 4.82714 2.12672 3.89539
```

=====

(4)
This record from the Open Molecules 2025 dataset describes a cluster of 6 separate species, H12O6 in total. The level of theory is ωB97M-V with the def2-TZVPD basis set.

Output
E = -12479.477 eV
Structure (SMILES) = O.O.O.O.O.O
Relative energy (zero: lowest compared OMol25 entry of this formula, charge and spin) = 1.637 eV
Total charge = 0
HOMO = -11.18 eV

```
18
H12O6 ωB97M-V with the def2-TZVPD basis set
O 13.36760 -24.51026 11.67429
H 13.39007 -25.41889 11.37409
H 12.90700 -24.54582 12.51264
O 16.73426 -18.01089 10.33940
H 16.93743 -17.54966 9.52563
H 16.77198 -17.33376 11.01489
O 19.83389 -20.00527 12.58492
H 18.89487 -20.18555 12.62943
H 19.91406 -19.30983 11.93210
O 15.63766 -21.65049 9.59390
H 15.70443 -20.75520 9.92589
H 15.24110 -22.14378 10.31198
O 15.70166 -22.09354 5.50607
H 15.64405 -22.10339 6.46148
H 15.36694 -21.23283 5.25432
O 17.75800 -24.85780 8.27932
H 17.67292 -23.99046 8.67518
H 17.01328 -25.35205 8.62188
```

=====

(5)
This record from the Open Molecules 2025 dataset describes a structure of composition C4H7N4. The level of theory is ωB97M-V with the def2-TZVPD basis set.

Output
E = -10211.879 eV
Relative energy (zero: lowest compared OMol25 entry of this formula, charge and spin) = 3.344 eV
Total charge = +1
HOMO = -12.76 eV

```
15
C4H7N4 ωB97M-V with the def2-TZVPD basis set
C -1.94639 -0.66352 1.31520
C -1.24852 0.51364 -0.74667
C -0.50156 0.32957 0.33897
C 1.70063 -0.32851 -0.31021
N -2.90275 -0.46516 0.52890
N -2.59766 0.26374 -0.59329
N 3.00949 -0.15886 -0.06796
N 0.88063 0.30135 0.55609
H -1.97985 -1.10926 2.24267
H -0.79907 0.95019 -1.69839
H 1.27308 -0.97042 -1.20072
H -3.16364 0.24947 -1.40972
H 3.73364 -0.45540 -0.77780
H 3.31682 0.59789 0.58481
H 1.22515 0.94529 1.23814
```

=====

(6)
This record from the Open Molecules 2025 dataset describes a structure of composition C16H21BF4N5OOsS2. The level of theory is ωB97M-V with the def2-TZVPD basis set.

Output
Spin multiplicity = 5
E = -62087.175 eV
Relative energy (zero: lowest compared OMol25 entry of this formula, charge and spin) = 0.000 eV
Total charge = +3
HOMO (alpha / beta) = -17.06 / -17.06 eV

```
51
C16H21BF4N5OOsS2 ωB97M-V with the def2-TZVPD basis set
Os 1.19851 -0.21645 -0.33743
C 0.55274 3.70326 3.06978
C 1.64594 3.04238 2.37987
N 2.89572 3.50640 2.48296
N 3.64823 2.59157 1.83417
C 2.86838 1.65861 1.23206
S 3.36252 0.56632 0.07470
N 1.59838 1.98867 1.51926
N 0.47650 1.28920 0.92603
H 0.74438 3.86789 4.14273
H -0.40294 3.10822 2.95406
H 0.33000 4.64315 2.57954
H 4.63853 2.51966 1.83843
H -0.21569 1.93305 0.39673
H -0.17844 0.86659 1.63978
F -0.51546 -3.46484 -1.47123
B -1.39425 -3.57763 -2.51768
F -2.60844 -3.04592 -2.41898
F -0.99456 -4.11272 -3.68922
F -0.50154 -1.03034 -0.93091
N 1.75450 -2.10436 -0.65607
C 2.59608 -2.36471 -1.87397
C 3.96919 -2.39794 -1.75144
C 4.71313 -2.18881 -2.90992
C 4.11736 -2.36711 -4.17171
C 2.73116 -2.56209 -4.23980
C 1.96724 -2.39982 -3.11410
H 0.90200 -2.74065 -0.62040
H 2.31571 -2.31396 0.16481
H 4.43521 -2.61876 -0.79257
H 5.77658 -2.14524 -2.83339
H 4.74779 -2.35433 -5.06742
H 2.23529 -2.91848 -5.12779
H 0.86677 -2.41443 -3.03818
C -4.17440 3.35820 0.25114
S -2.92574 2.19638 -0.27643
O -1.61913 2.80049 0.23430
C -3.27826 0.80363 0.78821
C -3.41693 -0.47478 0.24206
C -3.67686 -1.55822 1.05795
C -3.69764 -1.37439 2.45612
C -3.35169 -0.12771 2.98436
C -3.14102 0.95531 2.13875
H -4.03270 3.64112 1.27758
H -5.11173 2.82017 0.09753
H -4.11875 4.22033 -0.42703
H -3.32641 -0.57022 -0.89303
H -3.81312 -2.52603 0.61628
H -4.15332 -2.11496 3.11374
H -3.34471 0.04025 4.05296
H -3.09408 1.96405 2.61280
```